ORCA calculation (wB97M-V/def2-TZVPD) on a gas-phase ion, C6H7BrNO2 (charge +1).

Values from the calculation:
HOMO in eV: -12.2
LUMO level in eV: -4.7
Energy above the lowest of the compared OMol25 structures with the same formula, charge and spin in eV: 2.372
Total charge: +1
Orbital gap in eV: 7.49

```
17
Properties=species:S:1:pos:R:3:forces:R:3:mulliken_charge:R:1
C -0.016391 2.120159 -0.825358 0.2 -0.2 -1.4 -0.43
C 0.828935 2.236000 0.296723 -0.2 -0.2 1.1 -0.02
C 0.805751 1.074156 0.989762 -0.1 0.2 0.0 -0.67
C -0.159717 -0.067669 0.715201 -0.1 -0.2 -0.4 -0.10
C -1.367781 0.480512 -0.044513 0.3 0.3 -0.1 0.17
C 0.583136 -1.174093 -0.070148 0.6 0.5 0.6 0.13
N -1.135544 1.552120 -0.713522 -0.8 -0.2 0.6 -0.13
O 1.111859 -0.839009 -1.254243 0.1 -0.1 -0.3 -0.47
O -0.516384 -2.229053 -0.305564 -0.3 0.0 -0.1 -0.23
Br -3.109124 -0.308515 0.064960 0.6 0.3 0.1 -0.08
H 1.546156 3.018634 0.454526 0.2 0.1 0.0 0.47
H 1.576986 0.854808 1.709837 0.2 0.0 0.1 0.40
H -0.504892 -0.494394 1.662662 0.0 0.0 -0.1 0.39
H -1.341419 -1.675909 -0.400634 -0.4 -0.8 -0.2 0.28
H 1.330216 -1.717580 0.518416 -0.2 0.1 -0.1 0.44
H 0.700658 -0.072994 -1.684722 -0.1 0.1 0.1 0.42
H -0.332443 -2.757169 -1.113380 -0.1 0.2 0.2 0.44
```
Positions in Å, forces in eV/Å.